DFT (wB97M-V/def2-TZVPD) results for a 4-piece molecular cluster, C15H18BrF9N5O7 overall at a distorted geometry.

The geometry in XYZ format:
```
55
Properties=species:S:1:pos:R:3
O 8.784 0.455 -5.106
C 8.534 1.736 -5.496
N 8.037 3.025 -5.727
N 7.136 3.291 -4.673
C 5.892 2.711 -4.741
N 4.924 2.967 -3.574
C 3.754 2.104 -4.077
Br 2.111 1.954 -2.936
N 4.018 1.447 -5.419
N 5.300 1.811 -5.814
H 7.508 3.881 -3.897
H 3.401 0.799 -5.974
H 5.834 1.544 -6.685
C 1.119 -1.406 3.279
C -0.226 -1.066 2.662
O -0.051 -0.274 1.478
C 0.246 -0.961 0.330
O 0.369 -2.182 0.275
C 0.355 -0.003 -0.857
F 1.076 1.117 -0.565
F -0.867 0.431 -1.280
F 0.956 -0.567 -1.943
H 1.697 -0.495 3.465
H 0.987 -1.941 4.224
H 1.715 -2.031 2.607
H -0.809 -0.464 3.365
H -0.812 -1.968 2.447
C -3.014 5.353 1.602
C -1.965 4.278 1.388
O -1.529 3.742 2.647
C -2.331 2.778 3.202
O -3.371 2.373 2.689
C -1.726 2.262 4.508
F -1.267 3.267 5.309
F -0.664 1.435 4.290
F -2.613 1.553 5.262
H -2.640 6.126 2.281
H -3.289 5.819 0.651
H -3.918 4.938 2.059
H -1.084 4.716 0.908
H -2.329 3.482 0.728
C -4.265 -3.229 -0.571
C -3.215 -4.305 -0.784
O -2.780 -4.841 0.474
C -3.582 -5.805 1.029
O -4.621 -6.210 0.516
C -2.977 -6.321 2.336
F -2.518 -5.316 3.136
F -1.914 -7.147 2.117
F -3.864 -7.029 3.090
H -3.891 -2.457 0.109
H -4.540 -2.763 -1.521
H -5.168 -3.645 -0.114
H -2.335 -3.866 -1.264
H -3.579 -5.100 -1.444
```

The calculation puts the LUMO energy at -5.1 eV. The HOMO-LUMO gap is 7.7 eV. The HOMO energy comes out at -12.74 eV. As for the net charge: +1. The molar mass is 631.22 g/mol.